Entry 1:
Entry from the Open Molecules 2025 dataset: a gas-phase ion, C5H10NO (charge -1) at a distorted geometry (the ωB97M-V functional and the def2-TZVPD basis).

Relative energy (zero: lowest compared OMol25 entry of this formula, charge and spin) ... 181.6 kJ/mol
Structure (SMILES) ... C=NCCCC[O-]
HOMO-LUMO gap ... 0.2053 Eh
Charge ... -1
LUMO level ... 3.39 eV

```
17
Properties=species:S:1:pos:R:3:forces:R:3
C 3.198 0.759 -0.803 -0.55 2.10 -0.29
N 1.967 1.052 -0.924 0.34 -2.09 0.08
C 0.997 -0.061 -0.522 1.86 2.01 -0.99
C -0.311 0.527 -0.089 -0.65 -3.36 0.00
C -1.232 -0.698 0.085 -3.05 -0.19 1.64
C -2.563 -0.314 1.064 1.94 -0.66 -0.01
O -3.699 -0.810 0.639 -0.26 0.59 -0.12
H 3.835 1.473 -1.349 0.47 -0.38 0.56
H 3.647 0.017 -0.139 -0.17 -0.48 -0.32
H 1.426 -0.704 0.260 -0.08 0.17 0.04
H 1.063 -0.631 -1.461 -0.98 -0.07 0.32
H -0.886 1.124 -0.800 0.76 0.56 0.15
H -0.127 0.949 0.899 -0.38 0.58 -0.12
H -0.942 -1.636 0.585 1.13 0.56 -0.07
H -1.780 -1.096 -0.781 0.47 0.74 -0.41
H -2.222 -0.749 2.057 -0.03 0.04 0.06
H -2.373 0.798 1.277 -0.82 -0.10 -0.52
```
Forces are in eV/Å.



Entry 2:
Entry from the Open Molecules 2025 dataset: 2 unconnected molecules or ions with the total composition C4H11NO (the ωB97M-V functional and the def2-TZVPD basis).

Relative energy (zero: lowest compared OMol25 entry of this formula, charge and spin) ... 142.7 kJ/mol
Structure (SMILES) ... C=CCCN.O
HOMO-LUMO gap ... 0.3744 Eh
Charge ... 0
LUMO level ... 0.93 eV

```
17
Properties=species:S:1:pos:R:3:forces:R:3
C -1.387 0.463 0.673 -0.59 -0.07 -0.01
C -0.485 0.853 -0.215 0.45 -0.24 -0.12
C 0.799 0.158 -0.586 0.31 0.10 0.17
C 0.682 -1.342 -0.863 0.48 0.17 0.84
N 0.009 -1.694 -2.080 -0.18 -0.54 -0.30
H -1.431 -0.465 1.258 0.44 0.35 -0.33
H -2.235 1.121 0.782 -0.25 -0.04 0.24
H -0.674 1.787 -0.732 -0.03 0.10 0.07
H 1.240 0.639 -1.455 -0.09 0.09 -0.34
H 1.559 0.338 0.185 -0.18 -0.16 0.18
H 0.173 -1.806 -0.016 -0.11 -0.09 -0.11
H 1.695 -1.771 -0.836 -0.23 0.07 -0.26
H -0.990 -1.567 -2.036 -0.06 0.14 0.06
H 0.369 -1.202 -2.881 0.06 0.12 -0.11
O 0.482 1.546 3.212 0.22 0.05 0.15
H -0.444 1.309 3.327 0.12 0.05 -0.27
H 0.637 1.633 2.263 -0.34 -0.10 0.15
```
Forces are in eV/Å.



Entry 3:
Entry from the Open Molecules 2025 dataset: 16 unconnected molecules or ions with the total composition C60H93Cl2N14O9 at a distorted geometry (the ωB97M-V functional and the def2-TZVPD basis).

HOMO-LUMO gap ... 0.2450 Eh
Charge ... -1
LUMO level ... 0.51 eV

```
178
Properties=species:S:1:pos:R:3:forces:R:3
C 1.679 1.653 0.313 -0.50 1.02 -0.10
C 0.646 1.100 -0.672 -0.49 -0.10 0.38
N -0.801 1.038 -0.106 -0.44 -0.68 0.62
C -1.403 2.455 0.171 1.01 -1.19 -0.75
C -1.737 0.430 -1.194 -1.16 -1.21 0.63
C -3.186 0.106 -0.691 0.12 0.53 0.21
C -0.795 0.233 1.252 -0.88 0.64 -0.41
C -0.182 -1.162 1.254 0.99 1.31 -0.80
O -0.763 -1.947 0.282 -1.51 -0.33 -0.45
C -0.165 -3.200 0.218 -0.60 -1.46 -0.24
H 2.714 1.615 -0.029 -0.18 -0.61 -0.34
H 1.609 1.175 1.290 0.17 0.02 -0.14
H 1.548 2.728 0.434 -0.26 0.04 0.31
H 0.942 0.080 -0.919 -0.47 -0.06 -0.16
H 0.505 1.663 -1.594 0.46 0.12 0.06
H -0.719 2.981 0.837 -0.31 0.02 -0.04
H -2.424 2.365 0.543 0.35 -0.16 0.25
H -1.454 2.899 -0.823 0.12 0.35 0.22
H -1.423 -0.549 -1.555 0.93 0.20 0.51
H -1.728 1.055 -2.088 0.01 0.53 0.43
H -3.747 -0.456 -1.437 0.33 0.13 -0.35
H -3.817 0.959 -0.440 0.22 0.24 -0.17
H -3.218 -0.542 0.185 0.45 -0.03 -0.04
H -1.830 0.191 1.593 -0.12 -0.16 -0.39
H -0.361 0.885 2.010 0.47 -0.07 -0.27
H -0.248 -1.577 2.260 -0.07 -0.03 0.16
H 0.854 -1.146 0.917 0.66 0.51 0.85
H 0.807 -3.212 -0.274 0.24 0.26 0.15
H -0.824 -3.864 -0.341 -0.02 0.21 -0.33
H -0.129 -3.687 1.193 0.40 0.20 0.31
Cl -6.534 6.353 -2.515 0.33 1.42 -0.49
O -5.281 6.880 -2.006 0.58 -0.39 -0.63
O -7.503 6.619 -1.531 -1.83 0.10 1.60
O -6.924 7.044 -3.730 0.60 -0.43 -0.06
O -6.456 4.940 -2.737 0.50 -0.82 -0.40
Cl 2.249 5.743 5.427 0.13 4.27 2.35
O 1.792 7.119 5.467 -0.08 0.22 -1.11
O 2.359 5.406 6.804 -0.28 -2.08 1.28
O 1.336 4.983 4.685 -1.61 -2.15 -1.14
O 3.543 5.669 4.866 1.87 -0.44 -1.53
C 8.788 5.412 -5.911 -1.35 1.13 -0.33
C 7.448 6.086 -6.414 1.28 0.42 0.00
C 6.332 6.187 -5.377 0.27 -0.19 -0.95
C 6.008 4.898 -4.800 -1.01 -1.73 1.47
N 5.679 3.902 -4.296 0.71 1.52 -0.95
H 9.214 6.012 -5.106 -0.21 -0.01 0.25
H 9.560 5.439 -6.680 -0.23 -0.50 -0.15
H 8.545 4.425 -5.519 0.39 -0.11 -0.24
H 7.054 5.692 -7.351 0.13 -0.74 0.19
H 7.597 7.128 -6.699 0.56 0.15 0.07
H 5.483 6.510 -5.979 -0.36 0.23 0.54
H 6.586 6.928 -4.619 -0.21 -0.18 0.13
C -6.819 -1.501 -6.159 -0.68 -0.80 1.80
C -5.721 -0.497 -6.274 0.04 -0.29 1.13
C -5.445 -0.154 -7.664 1.71 0.86 -1.71
C -6.460 0.657 -8.306 -2.07 1.31 -1.18
N -7.339 1.263 -8.779 1.85 -1.21 0.92
H -6.541 -2.005 -5.233 -0.43 -0.78 -0.03
H -6.951 -2.227 -6.961 0.35 0.12 -0.06
H -7.797 -1.087 -5.912 0.00 0.30 -0.42
H -4.786 -0.889 -5.875 0.01 -0.31 0.06
H -5.944 0.344 -5.618 -0.03 0.33 -0.36
H -5.221 -1.029 -8.274 -0.60 -0.37 0.00
H -4.458 0.307 -7.713 -0.12 0.82 -0.14
C 2.978 -7.979 5.348 -0.64 -0.33 0.22
C 3.926 -7.628 6.564 0.30 -0.53 -1.29
C 4.683 -8.818 7.293 -2.31 0.25 0.29
C 5.512 -9.669 6.499 3.72 -2.03 -3.39
N 6.240 -10.324 5.831 -2.66 2.13 2.36
H 2.274 -7.201 5.054 0.73 1.05 0.19
H 2.165 -8.683 5.529 0.45 -0.83 0.85
H 3.394 -8.331 4.405 0.71 0.08 0.31
H 3.341 -7.010 7.245 0.16 -0.41 0.40
H 4.726 -6.982 6.201 -0.11 0.18 -0.16
H 3.937 -9.544 7.618 -0.46 0.15 0.43
H 5.204 -8.524 8.204 0.10 0.32 -0.21
C 10.297 2.940 -1.059 0.72 -0.74 -0.42
C 9.752 2.110 0.092 1.15 -0.04 0.48
C 10.439 0.742 0.490 -0.53 0.70 -0.30
C 11.842 0.858 0.911 2.77 0.55 1.09
N 12.944 0.981 1.308 -3.13 -0.38 -1.24
H 11.300 3.325 -0.874 0.00 0.08 0.38
H 9.634 3.792 -1.210 0.04 -0.15 -0.34
H 10.443 2.324 -1.946 -0.51 0.21 -0.38
H 8.687 1.946 -0.072 0.06 -0.10 0.34
H 9.954 2.772 0.934 -0.76 -0.22 0.49
H 10.355 -0.040 -0.266 0.07 0.17 -0.25
H 9.867 0.372 1.341 0.12 -0.07 0.14
N -2.626 -9.376 -0.534 -0.17 0.87 -1.13
C -2.161 -10.047 0.512 0.21 -1.79 1.07
C -1.910 -11.372 0.097 0.02 1.58 2.25
C -2.211 -11.399 -1.240 0.06 -1.08 -2.30
C -2.633 -10.174 -1.664 -0.63 1.34 0.68
H -2.887 -8.404 -0.457 -0.06 -0.23 -0.40
H -2.159 -9.547 1.470 0.24 -0.31 0.07
H -1.627 -12.193 0.739 0.16 0.13 -0.15
H -2.072 -12.245 -1.897 -0.15 -0.04 0.04
H -3.045 -9.740 -2.563 0.27 -0.44 -0.13
N 3.907 7.949 0.476 0.29 1.99 -0.88
C 4.675 9.107 0.309 2.18 -1.23 2.75
C 4.262 9.922 -0.661 -1.29 -0.46 -1.22
C 3.131 9.256 -1.188 -1.04 -1.89 0.31
C 2.909 8.061 -0.443 0.02 1.65 -1.89
H 4.011 7.252 1.199 -0.04 0.31 -0.09
H 5.550 9.277 0.920 -0.10 -0.26 0.26
H 4.695 10.838 -1.038 0.08 -0.13 0.30
H 2.595 9.522 -2.087 -0.25 0.06 0.21
H 2.143 7.322 -0.631 0.15 -0.02 0.29
N -3.150 -7.825 6.349 -0.71 1.06 -0.16
C -2.305 -6.738 6.502 0.64 0.30 -0.24
C -2.653 -5.703 5.633 -0.31 -1.92 1.53
C -3.846 -6.175 5.058 -0.78 0.12 -1.55
C -4.161 -7.455 5.466 0.86 1.18 0.33
H -3.141 -8.703 6.847 0.21 0.43 0.07
H -1.518 -6.691 7.239 0.04 -0.52 -0.10
H -2.172 -4.739 5.551 -0.09 -0.18 -0.04
H -4.380 -5.640 4.287 -0.30 0.00 0.15
H -5.104 -7.958 5.306 0.45 -0.47 -0.02
N -4.864 6.837 3.384 -1.74 -0.36 0.40
C -5.995 6.574 4.155 -0.13 0.06 -0.41
C -5.731 6.935 5.452 1.10 -0.24 -0.23
C -4.366 7.384 5.487 -0.23 0.21 -0.43
C -3.916 7.356 4.180 1.07 -0.52 0.39
H -4.706 6.684 2.398 -0.52 0.01 0.19
H -6.927 6.194 3.763 0.24 0.04 -0.29
H -6.368 6.796 6.313 -0.10 0.12 -0.19
H -3.809 7.685 6.361 0.00 0.04 -0.17
H -2.964 7.429 3.675 0.31 0.59 0.69
N -1.699 6.041 -5.305 0.93 -1.71 -0.18
C -2.124 4.783 -5.735 -0.09 1.82 -0.43
C -1.029 4.196 -6.308 -0.99 -2.57 0.25
C 0.135 4.874 -5.953 -0.04 1.06 -1.06
C -0.320 6.055 -5.457 -0.24 1.75 1.23
H -2.321 6.740 -4.924 0.41 -0.05 0.12
H -3.168 4.532 -5.623 0.12 -0.14 -0.38
H -1.064 3.299 -6.908 -0.03 -0.26 0.32
H 1.145 4.624 -6.243 -0.08 0.14 0.10
H 0.240 6.942 -5.197 -0.06 -0.06 0.14
N -0.929 -4.069 -7.754 -0.65 0.02 -0.31
C -0.905 -4.200 -6.389 1.08 1.58 -0.36
C -0.379 -2.994 -5.937 -0.34 -0.25 0.94
C -0.170 -2.100 -7.014 -0.54 -0.71 -1.37
C -0.565 -2.791 -8.153 0.10 -1.06 0.73
H -1.212 -4.801 -8.390 -0.04 0.28 0.14
H -1.211 -5.074 -5.834 0.11 0.02 -0.31
H -0.209 -2.763 -4.896 0.01 -0.02 -0.02
H 0.196 -1.085 -7.059 -0.04 -0.11 0.42
H -0.654 -2.565 -9.205 0.28 0.27 0.17
N 4.218 0.483 5.728 -0.47 -1.85 -0.91
C 3.373 -0.487 6.231 0.43 -0.15 -0.32
C 3.561 -1.696 5.482 -0.73 2.37 1.94
C 4.545 -1.420 4.530 0.50 1.71 -0.48
C 4.873 -0.049 4.666 0.76 -0.74 0.20
H 4.418 1.443 5.972 -0.71 -0.19 0.51
H 2.777 -0.157 7.069 -0.28 -0.66 -0.05
H 3.004 -2.602 5.669 0.18 0.02 -0.08
H 4.954 -2.127 3.823 0.02 0.22 -0.05
H 5.609 0.648 4.293 0.21 -0.66 -0.80
N -4.148 2.327 5.378 1.44 -0.26 -0.40
C -3.375 1.470 6.162 -0.75 1.94 -0.04
C -3.832 0.208 5.985 -0.59 0.00 -0.15
C -4.897 0.311 5.032 0.16 -0.54 -1.48
C -4.951 1.602 4.523 -0.14 -0.02 2.43
H -4.050 3.332 5.385 0.11 -0.17 -0.19
H -2.641 1.915 6.817 0.00 -0.25 0.00
H -3.462 -0.637 6.546 -0.23 -0.12 -0.25
H -5.505 -0.494 4.648 0.13 -0.11 0.04
H -5.600 2.146 3.853 -0.09 -0.40 -0.02
N -7.213 -6.580 -1.064 2.01 0.57 -1.12
C -6.638 -6.805 -2.306 -1.26 -0.80 -0.98
C -5.546 -5.989 -2.554 -0.93 -0.35 1.49
C -5.396 -5.238 -1.359 -1.40 -0.55 1.33
C -6.423 -5.654 -0.460 1.05 1.50 -0.40
H -8.050 -6.980 -0.665 0.33 -0.04 -0.34
H -7.179 -7.488 -2.943 0.35 -0.05 -0.21
H -4.894 -5.904 -3.411 -0.35 -0.28 -0.08
H -4.661 -4.462 -1.211 -0.11 -0.09 0.31
H -6.734 -5.271 0.500 0.36 0.08 0.00
```
Forces are in eV/Å.



Look up the HOMO-LUMO gap of the first one.
0.2053 Eh